Entry from the OMol25 dataset: an isolated ion of composition C3H7N2 and charge +1 at a distorted geometry (wB97M-V/def2-TZVPD).

Properties
Multiplicity: 3
Relative energy (zero: lowest compared OMol25 entry of this formula, charge and spin) in kcal/mol: 29.2
Frontier orbital gap (spin up / spin down) in eV: 7.46 / 10.11
Energy in eV: -6191.344
Charge: +1

Geometry as XYZ:
```
12
Properties=species:S:1:pos:R:3:lowdin_charge:R:1
C 0.61510 0.61641 0.79894 -0.202
C -0.29887 -1.35559 0.13632 0.104
C 0.39190 0.73058 -0.64462 -0.158
N 0.77413 1.35172 1.69897 0.248
N -0.69429 -0.17886 -0.80858 0.017
H 0.38752 -2.12509 -0.30981 0.112
H -1.12257 -1.86866 0.67525 0.099
H 0.20122 1.64845 -1.17003 0.144
H 1.39550 0.19754 -0.85907 0.184
H 0.79368 1.17985 2.64734 0.075
H -0.95995 -0.46478 -1.78100 0.212
H -1.48336 0.26842 -0.38370 0.165
```